68
Properties=species:S:1:pos:R:3:forces:R:3:mulliken_spin:R:1 method="wB97M-V/def2-TZVPD" relative_energy_kj_mol=274.71 orbital_gap_ev="5.64 / 5.29" e_lumo_ha="0.0645 / 0.0534" homo_ev="-3.9 / -3.8" total_charge=-1 multiplicity=2
Hg 0.378 -0.735 -0.029 0.21 -0.63 -2.79 -0.001
C 1.137 3.602 -2.679 -0.16 -0.16 -0.10 0.000
C 0.511 2.556 -1.755 0.24 0.01 0.34 0.001
C 0.764 2.945 -0.294 -0.29 0.01 0.12 0.000
P 1.030 0.800 -2.047 -0.89 -0.58 -0.51 -0.004
C -0.223 0.137 -3.251 0.17 0.15 -0.32 0.000
C 0.073 -1.337 -3.528 0.05 -0.01 0.06 0.000
C -0.429 0.894 -4.565 0.00 -0.02 0.12 0.000
C 2.720 0.673 -2.780 0.05 0.05 0.35 0.015
C 3.698 1.070 -1.664 -0.11 -0.12 -0.05 0.002
C 3.076 1.383 -4.086 -0.10 -0.13 -0.02 0.001
H 0.626 4.554 -2.523 0.04 0.02 0.02 0.000
H 1.048 3.340 -3.733 0.05 0.05 -0.01 0.000
H 2.189 3.742 -2.433 0.01 0.03 -0.03 0.000
H -0.572 2.530 -1.922 0.01 -0.06 -0.03 0.000
H 1.813 2.846 -0.018 0.00 0.04 0.01 0.000
H 0.184 2.329 0.394 0.10 -0.08 0.00 0.000
H 0.447 3.976 -0.118 0.10 0.05 -0.13 0.000
H -1.158 0.205 -2.683 0.06 -0.02 0.08 0.000
H 0.947 -1.439 -4.176 -0.04 -0.01 -0.05 0.000
H -0.777 -1.816 -4.017 0.02 0.02 -0.06 0.000
H 0.288 -1.899 -2.615 -0.06 0.00 0.01 0.000
H 0.436 0.788 -5.218 -0.04 0.02 -0.05 0.000
H -0.611 1.957 -4.402 -0.02 0.00 -0.02 0.000
H -1.294 0.481 -5.089 0.01 0.03 -0.03 0.000
H 2.805 -0.409 -2.939 0.03 0.00 0.04 -0.001
H 3.751 2.156 -1.555 -0.02 0.00 0.00 -0.003
H 4.702 0.700 -1.865 0.00 0.00 -0.02 -0.002
H 3.369 0.651 -0.713 0.19 0.01 0.08 -0.007
H 3.151 2.458 -3.948 0.01 0.00 -0.02 0.000
H 2.375 1.184 -4.894 0.03 0.00 -0.02 0.000
H 4.058 1.023 -4.400 0.01 0.02 -0.01 -0.001
Se 5.204 -1.455 3.716 -0.07 -0.30 -0.31 0.439
Sb 4.234 0.356 2.366 1.07 0.87 0.75 -0.033
Se 6.213 0.221 0.885 -0.14 -0.53 -0.20 0.616
Se 4.497 2.475 3.509 -0.40 -0.03 -0.11 -0.003
Se 1.892 0.118 1.660 3.09 1.25 1.76 -0.017
C 3.278 -4.652 1.709 -0.11 0.06 -0.10 0.000
S 2.516 -3.029 1.617 0.14 0.24 0.07 -0.003
C 1.726 -3.084 3.224 -0.09 0.01 -0.02 0.004
O 1.404 -3.131 0.594 -0.28 -0.20 -0.30 0.000
H 3.993 -4.593 2.530 0.02 -0.07 -0.01 -0.001
H 3.807 -4.820 0.774 0.00 0.00 0.00 0.000
H 2.525 -5.423 1.869 0.00 0.00 0.03 0.000
H 2.519 -3.054 3.970 -0.03 -0.02 0.04 0.000
H 1.102 -3.975 3.301 0.07 -0.06 -0.03 0.001
H 1.106 -2.192 3.306 0.06 0.04 -0.05 -0.003
C -7.006 -0.302 2.863 0.15 0.01 0.00 0.000
C -5.519 -0.292 2.614 -0.15 0.03 0.02 0.000
C -4.965 -0.860 1.478 0.12 0.00 -0.02 0.000
C -3.593 -0.821 1.234 -0.14 0.09 0.19 0.000
C -3.072 -1.461 -0.020 -0.14 -0.10 -0.17 0.000
C -2.751 -0.194 2.167 0.15 -0.21 -0.55 -0.001
Se -0.821 -0.087 1.942 -2.87 0.15 1.94 0.001
C -3.287 0.369 3.334 -0.12 -0.06 -0.19 0.000
C -2.452 1.028 4.402 0.10 0.00 -0.02 0.000
C -4.665 0.309 3.524 0.12 0.04 0.08 0.000
H -7.541 -0.776 2.040 -0.02 -0.02 0.02 0.000
H -7.380 0.719 2.970 -0.06 -0.02 0.00 0.000
H -7.241 -0.837 3.785 -0.06 -0.01 -0.02 0.000
H -5.607 -1.356 0.756 -0.03 0.04 0.00 0.000
H -3.890 -1.869 -0.616 -0.06 0.01 0.08 0.000
H -2.387 -2.283 0.202 0.09 0.09 0.01 0.000
H -2.545 -0.742 -0.651 0.08 0.00 0.07 0.000
H -1.419 1.189 4.103 -0.03 0.00 -0.06 0.000
H -2.431 0.405 5.299 -0.03 0.04 0.03 0.000
H -2.872 2.000 4.666 -0.05 -0.04 0.07 0.000
H -5.077 0.753 4.427 -0.02 0.01 -0.01 0.000